(P)
Below is a structure of composition C4H8ClNO, with properties calculated with the ωB97M-V functional and the def2-TZVPD basis.

Geometry as XYZ:
```
15
C4H8ClNO the ωB97M-V functional and the def2-TZVPD basis
C 0.55 -0.77 1.28
C -0.71 -1.56 0.86
C 0.02 -0.71 -0.13
C -0.17 1.86 -1.22
N -1.00 0.85 -0.54
O 0.74 -1.05 -1.23
Cl -2.22 0.21 -1.60
H 0.43 0.14 1.91
H 1.60 -1.00 1.15
H -1.00 -2.56 0.69
H -1.58 -0.99 1.11
H 0.61 2.13 -0.57
H 0.09 1.55 -2.29
H -0.75 2.71 -1.46
H 0.08 -1.42 -1.94
```

Values from the calculation:
- HOMO level: -8.63 eV
- HOMO-LUMO gap: 9.42 eV

=====

(Q)
Below is a cluster of 2 separate species, C4H8ClNO in total, with properties calculated with the ωB97M-V functional and the def2-TZVPD basis.

Geometry as XYZ:
```
15
C4H8ClNO the ωB97M-V functional and the def2-TZVPD basis
C 0.73 0.65 -0.78
C -2.73 0.44 1.34
C 2.28 -0.37 0.61
C -2.17 0.27 0.18
N 1.01 -0.21 -1.76
O 1.22 0.65 0.40
Cl -3.18 -0.17 -1.16
H 0.56 -0.12 -2.59
H -3.74 0.19 1.50
H -2.36 0.96 2.17
H 3.04 -0.28 -0.20
H 1.94 -1.42 0.43
H 2.67 -0.14 1.69
H -1.04 0.45 -0.06
H 1.77 -0.90 -1.77
```

Values from the calculation:
- HOMO level: -8.02 eV
- HOMO-LUMO gap: 8.63 eV

=====

(R)
Below is the molecule C4H8ClNO, with properties calculated with the ωB97M-V functional and the def2-TZVPD basis.

Geometry as XYZ:
```
15
C4H8ClNO the ωB97M-V functional and the def2-TZVPD basis
C -2.19 1.14 1.29
O -0.93 1.60 0.78
C 0.00 0.83 0.15
C -0.03 -0.46 -0.22
Cl -1.41 -1.51 0.00
C 1.09 -1.11 -0.97
N 2.38 -0.39 -0.84
H -2.56 1.97 1.88
H -2.08 0.23 1.95
H -2.90 0.92 0.45
H 0.87 1.37 -0.12
H 0.86 -1.11 -2.04
H 1.09 -2.17 -0.72
H 2.86 -0.56 0.01
H 2.94 -0.75 -1.58
```

Values from the calculation:
- HOMO level: -8.40 eV
- SMILES string: CO/C=C(\Cl)CN
- HOMO-LUMO gap: 9.31 eV

=====

Most stable one: (R), least stable one: (P).

=====

(P)
Below is a cluster of 3 separate species, C4H10O3 in total, with properties calculated with the ωB97M-V functional and the def2-TZVPD basis.

Geometry as XYZ:
```
17
C4H10O3 the ωB97M-V functional and the def2-TZVPD basis
C -1.87 -0.50 -1.16
C -1.79 -0.69 0.19
C -0.62 -1.05 0.87
C 0.66 -0.84 0.18
O 0.92 0.51 -0.10
H -2.81 -0.04 -1.46
H -1.07 -0.83 -1.81
H -2.72 -0.55 0.72
H -0.64 -1.50 1.85
H 0.68 -1.36 -0.80
H 1.51 -1.25 0.72
H 1.93 0.60 0.06
H 3.95 -0.01 -0.91
O 3.24 -0.20 -0.29
H -0.30 1.81 0.54
H -0.24 3.32 0.68
O -0.84 2.58 0.73
```

Values from the calculation:
- HOMO level: -7.49 eV
- HOMO-LUMO gap: 3.93 eV

=====

(Q)
Below is the molecule C4H10O3, with properties calculated with the ωB97M-V functional and the def2-TZVPD basis.

Geometry as XYZ:
```
17
C4H10O3 the ωB97M-V functional and the def2-TZVPD basis
C 1.99 1.00 -0.22
O 1.78 -0.32 0.26
C 0.80 -1.08 -0.38
C -0.78 -0.85 0.41
O -0.46 -0.09 1.53
C -1.96 -0.08 -0.31
O -1.66 1.28 -0.49
H 2.47 1.56 0.58
H 1.04 1.47 -0.48
H 2.66 0.99 -1.10
H 0.12 -0.66 -1.06
H 1.07 -2.13 -0.28
H -1.13 -1.87 0.61
H 0.52 -0.14 1.54
H -2.88 -0.18 0.31
H -2.22 -0.49 -1.29
H -1.35 1.58 0.38
```

Values from the calculation:
- HOMO level: -9.07 eV
- SMILES string: COC[C@@H](O)CO
- HOMO-LUMO gap: 9.97 eV

=====

(R)
Below is a cluster of 2 separate species, C4H10O3 in total, with properties calculated with the ωB97M-V functional and the def2-TZVPD basis.

Geometry as XYZ:
```
17
C4H10O3 the ωB97M-V functional and the def2-TZVPD basis
C -0.41 0.06 -2.17
C 0.28 0.95 -1.13
C -0.77 1.32 -0.07
C -0.40 2.52 0.74
O -0.03 2.56 1.88
O -0.51 3.66 -0.02
H -0.73 -0.86 -1.68
H 0.24 -0.23 -2.98
H -1.33 0.51 -2.51
H 0.67 1.80 -1.64
H 1.08 0.44 -0.62
H -1.70 1.59 -0.57
H -0.98 0.43 0.51
H 0.27 4.20 0.16
O 1.74 -6.58 3.31
H 0.83 -6.62 3.00
H 1.75 -5.75 3.80
```

Values from the calculation:
- HOMO level: -10.51 eV
- SMILES string: CCCC(=O)O.O
- HOMO-LUMO gap: 11.28 eV

=====

Most stable one: (R), least stable one: (P).

=====

(P)
Below is the molecule C4H10O3, with properties calculated with the ωB97M-V functional and the def2-TZVPD basis.

Geometry as XYZ:
```
17
C4H10O3 the ωB97M-V functional and the def2-TZVPD basis
C 1.46 0.80 -0.25
O 0.78 -0.47 -0.16
C 0.60 -1.34 -1.51
C -0.46 -0.53 0.60
O -0.30 0.17 1.79
C -1.64 0.07 -0.14
O -1.51 1.46 -0.34
H 1.67 1.16 0.75
H 0.84 1.51 -0.80
H 2.38 0.58 -0.78
H 0.47 -0.51 -2.23
H 1.65 -1.66 -1.61
H -0.59 -1.61 0.73
H 0.28 -0.33 2.38
H -2.54 -0.18 0.43
H -1.70 -0.42 -1.12
H -1.44 1.86 0.53
```

Values from the calculation:
- HOMO level: -7.36 eV
- HOMO-LUMO gap: 7.74 eV

=====

(Q)
Below is a cluster of 2 separate species, C4H10O3 in total, with properties calculated with the ωB97M-V functional and the def2-TZVPD basis.

Geometry as XYZ:
```
17
C4H10O3 the ωB97M-V functional and the def2-TZVPD basis
C 0.07 1.76 -1.34
C 0.26 0.38 -1.63
C 1.12 -0.43 -0.49
C 1.19 -1.86 -0.98
O 0.69 -2.85 -0.40
O 2.09 -2.01 -2.00
H -0.49 1.97 -0.39
H -0.56 2.28 -2.24
H 0.95 2.31 -1.11
H 0.81 0.07 -2.49
H -0.76 -0.07 -1.75
H 2.06 -0.04 -0.53
H 0.83 -0.26 0.58
H 2.39 -2.89 -2.30
O -3.68 0.85 5.74
H -4.26 0.02 5.91
H -2.74 0.76 5.44
```

Values from the calculation:
- HOMO level: -10.25 eV
- SMILES string: CCCC(=O)O.O
- HOMO-LUMO gap: 10.91 eV

=====

Most stable one: (Q), least stable one: (P).

=====

(P)
Below is a cluster of 3 separate species, C4H14N2O in total, with properties calculated with the ωB97M-V functional and the def2-TZVPD basis.

Geometry as XYZ:
```
21
C4H14N2O the ωB97M-V functional and the def2-TZVPD basis
C -0.30 0.76 0.82
C 0.04 -0.71 1.10
C -0.13 -1.19 -0.32
C -1.23 -1.75 -0.82
N 1.12 -1.05 -1.12
N -0.32 1.64 2.67
H 0.55 1.41 0.49
H -1.38 0.87 0.78
H 0.93 -0.84 1.70
H -0.79 -1.04 1.71
H -1.39 -1.71 -1.88
H -2.16 -2.02 -0.34
H 1.92 -0.70 -0.55
H 0.91 -0.27 -1.96
H 1.40 -1.92 -1.58
H -0.72 1.27 3.53
H 0.61 1.99 2.90
H -0.84 2.47 2.40
H 0.53 0.29 -3.63
H 0.64 1.70 -3.10
O 0.62 0.78 -2.79
```

Values from the calculation:
- HOMO level: -18.27 eV
- Charge: +2
- HOMO-LUMO gap: 9.71 eV

=====

(Q)
Below is the ion C4H14N2O with charge +2, with properties calculated with the ωB97M-V functional and the def2-TZVPD basis.

Geometry as XYZ:
```
21
C4H14N2O the ωB97M-V functional and the def2-TZVPD basis
N -3.01 -0.19 -0.64
C -1.72 0.47 -0.13
C -0.51 -0.48 -0.09
C 0.75 0.17 0.52
N 1.34 1.11 -0.55
C 1.85 -0.82 0.83
O 3.07 -0.09 0.92
H -2.77 -1.18 -0.79
H -3.18 0.20 -1.56
H -3.91 -0.06 -0.18
H -1.51 1.40 -0.64
H -1.98 0.63 0.92
H -0.79 -1.38 0.47
H -0.21 -0.88 -1.07
H 0.57 0.77 1.41
H 0.97 1.99 -0.89
H 2.28 1.42 -0.26
H 1.50 0.48 -1.34
H 1.99 -1.61 0.08
H 1.55 -1.23 1.80
H 3.73 -0.72 1.20
```

Values from the calculation:
- HOMO level: -18.33 eV
- SMILES string: [NH3+]CC[C@H]([NH3+])CO
- Charge: +2
- HOMO-LUMO gap: 11.37 eV

=====

Most stable one: (Q), least stable one: (P).